A cluster of 2 separate species, C26H22F4NO2 in total. Source: OMol25; level of theory: ωB97M-V/def2-TZVPD.

```
55
Properties=species:S:1:pos:R:3:lowdin_charge:R:1
C 3.576 -0.989 2.728 -0.05
C -3.254 -1.729 4.044 -0.02
C -3.182 -1.848 2.539 -0.56
O -2.085 -0.981 1.997 0.03
H -2.356 -2.145 4.509 0.09
H 2.947 -1.144 -2.715 0.15
C -2.932 0.394 -2.808 -0.20
O -0.455 -2.143 3.138 0.11
C 4.152 0.055 1.978 -0.08
F -2.466 3.988 -2.851 0.07
C 2.060 0.846 -2.741 -0.17
H -5.314 -1.834 2.229 0.10
C -0.530 0.851 -2.729 -0.17
C 2.385 2.232 -2.856 0.08
N 0.044 -0.341 1.760 0.07
H 0.762 -0.813 -2.558 0.14
H -4.126 -2.288 4.407 0.10
C 4.793 1.737 -2.855 0.14
C -2.987 -3.282 2.107 -0.02
H -3.855 -3.874 2.424 0.10
C -0.290 0.678 0.876 -0.02
C 4.460 0.381 -2.789 -0.20
H 1.673 -1.970 3.263 0.11
H 3.792 1.729 0.616 0.11
C 2.185 -1.189 2.712 0.01
F -3.964 -0.520 -2.787 0.07
H -4.379 -1.326 0.807 0.09
H 1.611 2.986 -2.939 0.11
C -0.821 -1.255 2.381 -0.43
C -2.184 2.638 -2.829 -0.19
H -4.291 2.095 -2.876 0.16
H -1.324 0.860 0.629 0.13
C 1.444 -0.341 1.934 -0.15
F 4.004 3.974 -2.908 0.07
F 5.489 -0.534 -2.758 0.07
H 0.943 2.160 -0.195 0.10
C -4.433 -1.269 1.902 -0.03
C -0.852 2.242 -2.777 0.09
H 4.204 -1.651 3.325 0.11
C 3.364 0.905 1.189 -0.03
H -3.380 -0.680 4.339 0.10
C 3.719 2.624 -2.879 -0.19
C 1.977 0.703 1.154 -0.17
H -1.423 -1.137 -2.780 0.14
C -3.261 1.752 -2.844 0.14
H -2.917 -3.345 1.014 0.09
C 0.764 0.280 -2.621 0.13
H -4.571 -0.221 2.197 0.09
C 0.862 1.317 0.479 -0.02
C 3.158 -0.075 -2.740 0.09
C -1.631 -0.068 -2.770 0.08
H 5.825 2.076 -2.883 0.16
H 5.234 0.197 2.018 0.11
H -0.076 2.998 -2.777 0.11
H -2.089 -3.706 2.566 0.09
```

Computed properties:
Multiplicity = 1
HOMO level = -10.85 eV
Net charge = +1
Frontier orbital gap = 4.1437 eV
Energy = -43766.6793 eV

***

A cluster of 3 separate species, C26H54BIN2O4 in total. Source: OMol25; level of theory: ωB97M-V/def2-TZVPD.

```
88
Properties=species:S:1:pos:R:3:lowdin_charge:R:1
H -0.387 1.693 -1.497 0.10
H -1.233 4.135 -0.511 0.06
H 0.494 -1.140 -0.595 0.07
C 2.409 -0.931 0.251 -0.28
C -4.684 -0.217 1.568 -0.09
C -1.233 1.127 -1.896 -0.26
H 2.737 0.817 1.433 0.06
C 3.651 5.227 2.022 -0.27
B 2.919 -4.363 0.187 -0.84
C -2.260 3.207 -3.012 -0.22
H -4.716 -5.614 -2.273 0.10
H -5.157 0.550 2.152 0.09
H -0.361 5.507 -1.184 0.07
H 2.560 -6.034 1.008 0.11
C 5.711 4.684 5.119 -0.11
H -2.130 2.822 -4.027 0.10
O 0.517 -3.904 -1.103 -0.14
C 2.176 4.865 1.870 -0.11
H -4.587 -4.116 1.264 0.12
H 1.060 0.356 1.400 0.04
N -4.113 -2.201 0.712 -0.13
H -0.530 1.156 -3.961 0.07
H -0.290 -6.517 -1.974 0.07
H 3.769 5.971 2.815 0.10
C -2.841 -4.545 -2.559 -0.14
C 4.321 4.110 4.860 -0.27
C -1.453 -4.855 -1.978 -0.37
O 2.772 -3.491 -0.887 0.15
H 4.035 3.484 5.709 0.10
O 2.405 -5.622 0.154 0.21
H 3.993 5.707 1.102 0.10
C -1.212 4.842 -1.341 -0.11
H -0.148 3.574 -2.719 0.10
C -4.902 -1.582 1.642 -0.09
H 0.034 -0.224 -3.027 0.06
C -3.396 -1.247 0.048 -0.12
H -2.896 -5.073 -3.506 0.11
H -3.017 -3.936 0.426 0.10
O 3.704 -3.955 1.274 0.14
H 5.729 5.250 6.052 0.07
H -1.089 -2.744 -1.713 0.11
C 1.209 -1.799 -0.108 -0.60
H 5.587 4.337 2.293 0.10
H -3.599 -5.809 -0.965 0.11
C -3.982 -5.079 -1.677 -0.19
H -5.572 -2.108 2.295 0.11
H -2.695 -1.521 -0.719 0.09
H -3.303 1.441 -2.385 0.11
H -0.150 -3.464 -3.019 0.14
H -3.183 3.794 -3.032 0.11
C 4.542 4.016 2.293 -0.23
H 2.033 4.153 1.054 0.07
H 1.822 1.157 -0.009 0.07
H -1.532 -5.090 -0.919 0.13
H -2.121 5.445 -1.300 0.07
C -0.821 0.437 -3.194 -0.10
C 1.952 0.428 0.787 -0.11
H 3.242 2.819 3.527 0.10
C -1.088 4.133 -2.687 -0.27
C -3.721 -0.001 0.551 -0.09
H -2.980 -3.481 -2.737 0.10
C -4.060 -3.633 0.450 -0.12
H 6.026 5.358 4.322 0.06
H 1.771 4.424 2.782 0.07
H 3.032 -0.823 -0.633 0.13
C 4.238 3.267 3.589 -0.24
I 0.212 -2.527 1.659 1.00
H -5.728 -4.330 -0.702 0.11
H 4.446 3.313 1.459 0.10
H -1.019 4.888 -3.474 0.10
H 1.527 -2.469 -2.094 0.16
C 1.517 -2.928 -1.101 -0.44
C -0.535 -3.643 -2.010 -0.18
H -0.184 -5.689 -3.350 0.07
H -1.464 0.358 -1.151 0.07
H 4.937 2.429 3.675 0.11
H 3.133 -3.888 2.047 0.08
H 3.002 -1.421 1.015 0.09
H -1.639 -0.169 -3.589 0.08
H 6.452 3.886 5.199 0.07
H -3.305 0.934 0.229 0.06
H -2.730 2.417 -1.058 0.09
C -4.719 -3.976 -0.906 -0.17
H 3.591 4.923 4.823 0.10
C -2.451 2.037 -2.044 -0.23
H 1.587 5.755 1.644 0.07
H -4.793 -3.061 -1.482 0.11
N -0.844 -6.013 -2.654 0.06
```

Computed properties:
Multiplicity = 1
HOMO level = -8.14 eV
Frontier orbital gap = 8.3918 eV
Energy = -47788.8526 eV
SMILES = CC[C@H](I)[C@H](OC[C@H](N)CCCCn1cccc1)OB(O)O.CCCCCC.CCCCCC

***

A structure of composition C23H25CuN2O2. Source: OMol25; level of theory: ωB97M-V/def2-TZVPD.

```
53
Properties=species:S:1:pos:R:3:mulliken_spin:R:1
C 1.641 0.095 0.602 0.12
H 0.450 -2.791 0.717 0.00
H 2.622 -0.286 3.794 0.00
H 2.554 -1.745 1.517 -0.01
H -2.982 -0.604 2.303 0.00
O 0.072 0.336 6.391 0.00
H 2.065 3.508 -1.549 0.00
H 0.554 -2.954 3.441 0.00
H 1.681 2.216 3.195 0.00
C -0.109 0.410 5.204 0.00
C 2.221 0.222 -3.625 0.00
N -0.316 0.515 4.024 0.01
H 4.370 0.404 -3.491 0.00
H -1.704 -2.026 -2.342 0.00
C 0.936 1.940 -2.486 0.00
H -1.990 0.828 0.170 0.00
H -1.390 -3.260 -1.097 0.00
H -2.007 2.172 -3.316 0.00
H -3.801 -1.370 -1.371 0.00
H -3.644 -2.599 -0.075 0.00
C 1.755 1.366 2.520 0.14
C 0.983 0.780 -3.272 0.00
Cu 0.127 -0.354 2.191 0.40
C -1.242 -2.207 -1.366 0.01
C 3.408 0.839 -3.221 0.00
C -1.920 -1.304 -0.330 -0.03
C -2.076 -1.211 2.266 0.09
C 3.359 2.021 -2.472 0.00
H -0.469 3.565 -2.432 0.00
H 0.052 0.320 -3.614 0.00
C 2.128 2.576 -2.122 0.00
C -3.434 -1.558 -0.359 0.00
C 2.255 0.063 2.829 -0.06
H 0.979 2.242 0.608 0.01
C -1.408 -1.581 1.059 0.03
C -0.217 -2.450 2.857 -0.05
H -1.702 -1.761 4.396 0.00
O -3.101 0.183 -2.513 0.00
C -1.380 -1.788 3.360 0.11
C -0.239 -2.332 1.426 0.18
C -2.146 0.709 -1.940 0.00
H -0.502 0.294 -0.655 -0.01
H -0.169 -2.003 -1.442 0.00
H -3.958 -0.884 0.327 0.00
H 2.237 -0.695 -4.215 0.00
N -1.551 1.809 -2.490 0.00
H 4.278 2.517 -2.156 0.00
H 1.518 -0.196 -0.441 -0.02
H -0.386 2.635 -0.930 0.00
C -0.384 2.545 -2.029 0.00
C 2.202 -0.723 1.636 0.11
C -1.595 0.183 -0.635 0.00
C 1.377 1.385 1.150 -0.02
```

Computed properties:
Multiplicity = 2
HOMO level (spin up / spin down) = -3.60 / -3.55 eV
Net charge = -1
Frontier orbital gap (spin up / spin down) = 6.2108 / 6.1348 eV
Energy = -75971.3343 eV

***

What is the multiplicity in the third record?
2